## one
This record from the Open Molecules 2025 dataset describes a 2-piece molecular cluster, C6H7BrS overall. The level of theory is ωB97M-V with the def2-TZVPD basis set.

Last column: natural (NBO) charge in e.
Atoms and positions in Å:
Br  -2.542  0.922  1.255  0.105
S  0.541  -1.640  -1.316  0.390
C  -0.323  0.737  -1.816  -0.388
C  -0.099  -0.109  2.332  -0.714
C  0.900  -0.977  -2.880  -0.437
C  -1.273  -0.377  1.546  -0.116
C  0.372  0.298  -3.009  -0.249
C  -0.292  -0.227  -0.844  -0.186
H  -1.777  -1.291  1.591  0.194
H  -0.843  1.611  -1.554  0.231
H  0.552  0.709  -3.918  0.217
H  0.491  0.579  1.852  0.245
H  -0.345  0.261  3.356  0.232
H  0.401  -0.934  2.711  0.240
H  1.429  -1.428  -3.716  0.237

net charge: 0
frontier orbital gap (spin up / spin down): 8.4 / 7.7 eV
LUMO (spin up / spin down): -0.3808 / -0.7751 eV

## two
This record from the Open Molecules 2025 dataset describes C6H7BrS as an isolated structure. The level of theory is ωB97M-V with the def2-TZVPD basis set.

Last column: natural (NBO) charge in e.
Atoms and positions in Å:
Br  2.540  0.992  -0.153  -0.405
S  1.669  -2.174  -0.018  0.173
C  0.274  -0.322  1.365  -0.291
C  0.767  -0.718  0.077  0.010
C  -0.968  0.819  -0.920  -0.107
C  -1.080  1.343  0.323  -0.242
C  -0.546  0.719  1.463  -0.125
C  -0.183  -0.416  -1.094  -0.539
H  0.708  -0.755  2.229  0.227
H  1.375  -2.180  -1.302  0.116
H  0.280  -0.624  -2.047  0.250
H  -0.904  1.049  2.453  0.223
H  -1.419  1.341  -1.822  0.232
H  -0.837  -1.299  -1.080  0.256
H  -1.678  2.223  0.525  0.222

net charge: 0
frontier orbital gap (spin up / spin down): 7.6 / 7.6 eV
LUMO (spin up / spin down): -0.9168 / -0.9167 eV

Energies in kJ/mol, measured from the most stable structure: one 292.9; two 0.0.